This record from the Open Molecules 2025 dataset describes a cluster of 8 separate species, C24H56N8O8 in total. The level of theory is wB97M-V/def2-TZVPD.

Last column: Löwdin charge in e.
Atoms and positions in Å:
C  2.4183  -6.6965  0.0503  -0.050
N  1.3740  -5.7438  -0.3346  -0.024
C  0.3596  -5.3198  0.4737  -0.534
C  -0.3116  -4.0241  -0.0230  0.004
O  0.1010  -5.8995  1.5098  0.043
H  2.2796  -6.9049  1.1112  0.085
H  3.3991  -6.3653  -0.2910  0.069
H  2.0632  -7.6212  -0.4045  0.084
H  1.2547  -5.4564  -1.2955  0.113
H  -0.3334  -3.2786  0.7720  0.039
H  -1.3140  -4.3755  -0.2674  0.091
H  0.0634  -3.5350  -0.9220  0.069
C  5.0510  4.6764  -2.1808  -0.082
N  5.1169  3.3795  -1.5686  -0.002
C  5.0160  2.2630  -2.3509  -0.528
C  5.4288  0.9429  -1.7356  0.001
O  4.5044  2.2772  -3.4752  0.025
H  4.2305  5.2668  -1.7731  0.056
H  4.8146  4.5923  -3.2416  0.089
H  5.9884  5.2127  -2.0338  0.084
H  5.1583  3.3380  -0.5603  0.135
H  4.7530  0.1874  -2.1366  0.053
H  5.3057  0.9020  -0.6534  0.070
H  6.4905  0.8070  -1.9415  0.096
C  3.1788  -1.1415  -4.2603  -0.044
N  3.0929  -2.2167  -3.2367  -0.008
C  4.1446  -2.7545  -2.5687  -0.546
C  3.8157  -3.9220  -1.6671  -0.015
O  5.2927  -2.3855  -2.8126  0.032
H  4.2312  -0.9531  -4.4724  0.083
H  2.7314  -0.2366  -3.8490  0.071
H  2.6702  -1.4426  -5.1761  0.084
H  2.3036  -2.8347  -3.3598  0.123
H  3.2070  -4.6909  -2.1429  0.070
H  3.4977  -3.6760  -0.6539  0.077
H  4.7533  -4.4500  -1.4934  0.083
C  -1.8200  2.1356  4.7604  -0.065
N  -3.0139  1.3974  4.3780  0.033
C  -4.1386  1.7686  4.9642  -0.579
C  -5.4339  1.6884  4.1982  0.005
O  -4.1521  2.3444  6.0610  0.018
H  -1.1647  1.7581  5.5455  0.085
H  -2.0559  3.1707  5.0072  0.090
H  -1.2032  2.1783  3.8627  0.051
H  -3.0333  0.9252  3.4854  0.103
H  -5.9657  2.6311  4.3266  0.089
H  -5.9198  0.7974  4.5959  0.083
H  -5.2464  1.5663  3.1314  0.069
C  -4.1844  1.5597  -1.2075  -0.046
N  -3.4937  0.2599  -1.1885  0.017
C  -3.4557  -0.6139  -2.1822  -0.585
C  -2.5283  -1.7187  -2.0253  -0.013
O  -4.2971  -0.5933  -3.0981  0.012
H  -4.3755  2.1144  -0.2888  0.072
H  -5.1191  1.3249  -1.7166  0.085
H  -3.4881  2.2815  -1.6344  0.072
H  -3.1517  0.0140  -0.2705  0.071
H  -1.6218  -1.6341  -2.6247  0.093
H  -3.0912  -2.5714  -2.4050  0.091
H  -2.3468  -1.8924  -0.9646  0.062
C  -1.5966  -3.2669  3.1751  -0.062
N  -1.9733  -2.0806  2.3598  0.047
C  -3.1710  -1.5293  2.3911  -0.555
C  -4.2059  -2.0847  3.3781  0.018
O  -3.3587  -0.6055  1.6319  0.005
H  -0.5259  -3.4317  3.0553  0.081
H  -2.1461  -4.1885  2.9828  0.085
H  -1.8284  -3.0450  4.2168  0.080
H  -1.1973  -1.7722  1.7916  0.090
H  -5.2052  -1.8865  2.9907  0.087
H  -4.1991  -1.6254  4.3666  0.085
H  -4.1128  -3.1679  3.4564  0.071
C  -0.6558  1.7316  0.9325  -0.038
N  0.6252  1.1446  0.5276  0.032
C  0.7217  -0.1650  0.1782  -0.514
C  2.0455  -0.6892  -0.3578  0.018
O  -0.1995  -0.9552  0.1024  0.008
H  -0.6355  2.3521  1.8284  0.067
H  -1.2896  0.8475  1.0029  0.058
H  -1.0763  2.2658  0.0805  0.083
H  1.3488  1.7609  0.1859  0.123
H  1.8414  -0.8958  -1.4084  0.075
H  2.2954  -1.5832  0.2136  0.084
H  2.8860  -0.0002  -0.2750  0.064
C  1.2512  4.9292  -1.6333  -0.070
N  0.0751  5.3878  -0.9880  0.003
C  -1.0975  5.2100  -1.5161  -0.531
C  -2.3096  5.7950  -0.7121  0.003
O  -1.2827  4.6854  -2.6605  -0.015
H  1.1049  4.5347  -2.6388  0.101
H  1.6993  4.1557  -1.0095  0.069
H  2.0701  5.6445  -1.7085  0.069
H  0.0626  5.9462  -0.1465  0.149
H  -2.2432  5.4787  0.3289  0.066
H  -3.2146  5.4061  -1.1789  0.076
H  -2.3329  6.8845  -0.6894  0.076

Atoms 1-3, force components in eV/Å:
-2.18 -0.58 -0.50
0.10 0.84 -0.19
1.14 0.40 -0.34

Computed properties:
E_HOMO = -8.794 eV


This record from the Open Molecules 2025 dataset describes a structure of composition C27H63N3O12Rb. The level of theory is wB97M-V/def2-TZVPD.

Last column: Löwdin charge in e.
Atoms and positions in Å:
Rb  -1.3115  20.3421  -24.2559  0.751
C  -6.4285  20.6749  -24.5879  -0.029
C  -7.5251  19.8310  -25.0487  -0.328
C  -7.1598  18.4897  -25.7668  -0.283
O  -8.1360  17.8285  -26.2439  -0.022
C  -5.7205  18.1446  -25.8163  -0.010
C  -4.7953  18.9911  -25.2939  -0.417
C  -5.1273  20.3243  -24.7006  -0.395
O  -4.2342  21.1494  -24.1873  -0.219
O  -3.5806  18.5478  -25.3809  -0.205
O  -8.7207  20.0685  -24.7697  -0.002
H  -6.7604  21.6371  -24.2267  0.107
H  -5.5019  17.1199  -26.0782  0.109
C  -2.9374  18.4689  -29.1191  -0.170
O  -4.0137  18.8839  -28.3230  -0.103
H  -2.1038  18.8972  -28.5625  0.052
H  -2.7130  17.4022  -29.1152  0.063
H  -2.9821  18.7366  -30.1747  0.078
H  -3.7488  18.7722  -27.4071  0.022
C  -4.1869  22.2504  -20.5169  -0.088
C  -5.2270  21.1514  -20.3826  -0.386
O  -6.2111  21.5216  -21.1792  -0.049
H  -3.2745  21.8980  -20.0359  0.059
H  -4.4504  23.1604  -19.9778  0.066
H  -3.9960  22.5584  -21.5449  0.071
H  -5.6671  20.9307  -19.4101  0.116
H  -4.7391  20.2546  -20.7644  0.106
H  -6.0359  21.2610  -22.0864  0.068
C  -0.1093  24.5506  -22.8749  -0.099
C  -0.2544  23.5608  -21.7090  -0.266
O  0.1646  22.2110  -22.0147  -0.126
H  0.7882  24.3416  -23.4570  0.072
H  0.0573  25.5429  -22.4558  0.077
H  -0.9113  24.5388  -23.6129  0.064
H  -1.3212  23.5312  -21.4871  0.106
H  0.3521  24.0862  -20.9712  0.109
H  0.9720  22.1019  -21.5068  0.033
C  -4.9649  16.6778  -21.8501  -0.066
C  -3.7476  16.2726  -22.7053  -0.326
O  -4.1787  15.7919  -23.9620  -0.087
H  -5.7471  15.9190  -21.8265  0.078
H  -5.2955  17.6654  -22.1719  0.068
H  -4.5878  16.8875  -20.8491  0.058
H  -3.2696  15.3767  -22.3090  0.096
H  -3.0458  17.1008  -22.8041  0.101
H  -3.9714  16.5509  -24.5121  0.028
C  -0.7489  15.4656  -26.8328  -0.051
C  0.2679  15.8103  -25.7160  -0.289
O  -0.4577  16.5991  -24.7892  -0.093
H  -0.5142  14.7112  -27.5838  0.067
H  -0.9675  16.3020  -27.4968  0.057
H  -1.7119  15.3023  -26.3489  0.080
H  1.0335  16.5072  -26.0569  0.068
H  0.8515  15.0012  -25.2766  0.113
H  -0.6547  15.9666  -24.0944  0.087
C  2.7521  21.5703  -18.2440  -0.063
C  3.0112  20.6749  -19.4072  -0.460
C  1.9655  19.6529  -19.6680  -0.242
O  2.2614  18.9608  -20.8288  -0.196
C  1.1476  18.3232  -21.4987  -0.045
N  3.0960  21.5220  -20.5916  0.062
H  1.9035  22.2241  -18.4453  0.083
H  3.5311  22.3111  -18.0639  0.077
H  2.6643  20.9790  -17.3326  0.083
H  3.8990  20.0599  -19.2596  0.142
H  1.0307  20.2059  -19.7596  0.133
H  1.8679  18.9493  -18.8412  0.137
H  0.7460  17.6332  -20.7566  0.088
H  1.4337  17.8574  -22.4417  0.082
H  0.2772  18.9531  -21.6826  0.075
H  3.0903  20.8734  -21.3658  0.029
H  4.0030  21.9664  -20.6028  0.086
C  -2.5093  22.6556  -26.8960  -0.066
C  -1.0854  22.4963  -27.2924  -0.420
C  -0.3081  23.6298  -26.5078  -0.171
O  -0.7068  24.9775  -26.8854  -0.168
C  -0.0433  25.9803  -26.0894  -0.084
N  -0.5793  21.1605  -26.9556  -0.014
H  -2.6235  23.1688  -25.9411  0.080
H  -3.2049  21.8227  -26.7931  0.087
H  -3.0069  23.3917  -27.5273  0.090
H  -1.0741  22.6868  -28.3656  0.138
H  0.7488  23.4664  -26.7181  0.115
H  -0.4388  23.3536  -25.4615  0.096
H  0.9156  26.2079  -26.5551  0.086
H  0.1808  25.7260  -25.0534  0.044
H  -0.8086  26.7552  -26.0455  0.095
H  -1.1439  20.4622  -27.4179  0.062
H  0.2513  21.2159  -27.5276  0.067
C  2.6674  18.6730  -27.2153  -0.046
C  2.6984  19.0349  -25.7046  -0.424
C  3.5190  20.3102  -25.6150  -0.190
O  3.5575  20.6799  -24.2412  -0.214
C  4.2971  19.8788  -23.2432  -0.044
N  1.3584  19.3076  -25.2153  0.017
H  2.1296  19.4247  -27.7931  0.071
H  2.2860  17.6775  -27.4424  0.066
H  3.6736  18.8020  -27.6141  0.072
H  3.1501  18.2551  -25.0916  0.135
H  3.0995  21.1465  -26.1742  0.134
H  4.5777  20.1084  -25.7779  0.123
H  5.2631  19.5309  -23.6092  0.088
H  3.6923  19.0311  -22.9213  0.072
H  4.4092  20.6028  -22.4361  0.065
H  0.7292  18.5940  -25.5544  0.035
H  1.1229  20.1228  -25.7631  0.010

Atoms 1-3, force components in eV/Å:
-0.99 -0.13 0.34
-2.46 -0.67 -1.03
-0.93 0.17 1.18

Computed properties:
Total charge = -1
E_HOMO = -3.440 eV


Question: Which of these has the lowest E_HOMO?
Answer: C24H56N8O8